Entry 1:
12
Properties=species:S:1:pos:R:3:forces:R:3 method="wB97M-V/def2-TZVPD" relative_energy_ev=2.156 charge=0 max_force_ev_per_a=6.5 energy_ev=-13370.0553
C -1.5711 -0.2069 0.7733 -0.9 2.3 0.4
C 1.2875 0.2773 -1.2938 3.7 3.1 -0.5
C -0.1052 -0.1493 0.3827 -0.6 2.8 5.9
O 0.1228 -0.2435 -0.8543 -1.0 -1.0 -3.2
I 0.9493 -1.8012 1.4708 0.2 0.3 0.1
H -1.9009 -1.0387 1.3444 0.1 -0.8 0.5
H -1.6874 0.7279 1.4027 -0.4 -1.3 -0.5
H -2.3185 -0.1036 -0.0355 0.8 0.0 -0.1
H 1.7739 0.8498 -0.3695 -0.8 -0.8 -2.2
H 1.0267 0.9952 -2.1431 0.6 -0.8 1.1
H 2.0981 -0.4103 -1.6595 -1.2 0.0 0.4
H 0.3249 1.1033 0.9817 -0.6 -3.8 -1.9

=====

Entry 2:
11
Properties=species:S:1:pos:R:3:forces:R:3 method="wB97M-V/def2-TZVPD" relative_energy_ev=3.389 charge=0 max_force_ev_per_a=3.7 energy_ev=-4710.7680
C -1.3546 -0.0184 -0.0176 0.4 -2.0 1.2
N -0.1312 0.6406 -0.1512 -0.1 1.0 -0.3
C 0.8632 0.2789 0.7616 -0.6 -1.4 1.0
C 1.0510 0.0352 -0.7185 -0.2 -0.3 0.0
H -0.8837 -1.1153 0.8202 -2.2 1.7 -2.5
H -1.8199 -0.1780 -1.0145 0.2 -0.5 0.8
H -2.0383 0.5319 0.6440 0.2 -0.2 -0.2
H 1.3710 1.0542 1.3615 -0.2 -0.8 -0.2
H 0.2898 -0.7863 1.2842 2.6 2.6 -0.5
H 1.5538 0.6870 -1.4427 0.2 -0.2 0.6
H 1.0427 -1.0200 -0.9992 -0.2 0.1 0.0

=====

Entry 3:
11
Properties=species:S:1:pos:R:3:forces:R:3 method="wB97M-V/def2-TZVPD" relative_energy_ev=1.368 charge=0 smiles=NC1CC1 max_force_ev_per_a=4.3 energy_ev=-4712.7887
C 0.2373 -0.1061 0.3411 1.1 0.5 1.7
C -0.9386 -0.7413 -0.2584 0.0 -1.2 -1.1
C -0.8674 0.7592 -0.1552 -1.0 0.5 1.5
H 1.8549 0.9235 -0.0932 -0.1 -0.8 -0.5
H 2.2553 -0.6959 0.2415 -2.7 2.3 -2.4
H 0.4842 -0.2361 1.3926 -1.1 0.3 0.3
H -0.6012 -1.2519 -1.1712 -0.8 0.4 0.1
H -1.6646 -1.2973 0.3568 0.5 0.4 -0.3
H -1.5048 1.1771 0.6505 0.4 -0.3 -0.6
H -0.7475 1.4832 -0.9482 0.3 -0.5 -0.4
N 1.4923 -0.0146 -0.3563 3.5 -1.6 1.7

=====

Entry 4:
11
Properties=species:S:1:pos:R:3:forces:R:3 method="wB97M-V/def2-TZVPD" relative_energy_ev=0.999 charge=0 smiles="C=CCN" max_force_ev_per_a=2.6 energy_ev=-4713.1581
C -0.1095 -0.1275 0.7777 -1.9 -0.2 1.8
C -0.7188 -0.0692 -0.5516 -0.2 1.3 -1.9
C -0.5337 1.0681 -1.2727 0.7 -0.7 -1.7
H 1.8767 -0.4205 0.3509 -0.4 -0.3 0.3
H 1.2863 -0.9121 1.8071 0.9 -0.4 0.5
H -0.7743 -0.5600 1.5990 0.5 0.2 -1.3
H -0.0974 0.9267 1.0437 0.9 0.3 0.5
H -1.2567 -0.9371 -0.9555 0.5 0.3 -0.1
H 0.0146 1.9797 -0.9057 -0.6 -1.2 0.0
H -0.6420 1.0901 -2.4243 -0.5 0.0 2.1
N 1.1092 -0.9136 0.8235 0.2 0.6 -0.4

=====

Entry 5:
11
Properties=species:S:1:pos:R:3:forces:R:3 method="wB97M-V/def2-TZVPD" relative_energy_ev=3.623 charge=0 max_force_ev_per_a=6.1 energy_ev=-4710.5340
C 1.8700 0.5839 1.0492 -0.8 0.2 0.0
C -0.7713 -0.0403 -0.6475 -6.0 -1.1 0.0
C -0.9441 0.0418 -1.9486 2.5 0.3 -1.7
N 1.3229 -0.0898 2.0314 -0.1 0.1 -1.7
H 2.7270 1.1261 1.4289 0.8 -0.2 0.4
H 0.4658 -0.5947 1.8453 0.1 -0.2 0.1
H -0.0024 -0.0460 0.0281 2.4 0.2 0.3
H -1.7791 -0.2643 -0.1786 1.0 0.6 0.2
H -1.9130 0.0971 -2.5281 1.3 -0.3 1.0
H 0.0555 0.0657 -2.4811 -1.5 0.3 -0.2
H 1.7595 -0.3022 2.8864 0.4 0.0 1.5

=====

Entry 6:
11
Properties=species:S:1:pos:R:3:forces:R:3 method="wB97M-V/def2-TZVPD" relative_energy_ev=0.721 charge=0 smiles="[H]/N=C/CC" max_force_ev_per_a=2.9 energy_ev=-4713.4356
C 1.0866 0.5475 0.0613 -1.5 -1.3 -1.0
C -1.1170 -0.7164 0.0634 2.2 -0.1 0.3
C -0.4081 0.6307 0.0721 -1.5 2.1 -0.4
N 1.6027 -0.6028 -0.0057 0.3 -0.1 0.5
H 1.5659 1.4679 -0.1258 1.1 1.2 0.3
H -0.8505 -1.4223 0.8479 -0.5 0.6 0.7
H -0.8519 -1.3349 -0.7547 0.8 -0.2 -1.4
H -2.1054 -0.5343 -0.1222 -2.9 0.2 0.4
H -0.7635 1.3045 0.9698 0.6 -1.2 -1.6
H -0.7699 1.2415 -0.9202 1.0 -1.3 2.3
H 2.6110 -0.5814 -0.0861 0.3 0.2 -0.1

=====

Entry 7:
12
Properties=species:S:1:pos:R:3:forces:R:3 method="wB97M-V/def2-TZVPD" relative_energy_ev=2.312 charge=+1 smiles="NC1=C[C@H]1[NH3+]" max_force_ev_per_a=4.5 energy_ev=-6195.1998
C 0.0392 0.8430 0.1319 0.3 1.2 -0.3
C -0.8575 1.3326 -0.9231 2.0 -2.9 1.1
C 0.0615 0.3803 -1.2123 -2.0 1.6 0.3
N 0.6714 -0.4356 -2.0745 1.3 0.6 0.2
N -0.1896 -0.3640 1.4774 -0.5 4.1 1.9
H 0.7100 1.4404 0.7143 0.5 0.3 -0.1
H -1.6041 1.9932 -1.2635 -0.7 0.6 0.0
H -0.4542 -1.1119 0.9506 -0.7 -3.2 -1.0
H 0.6886 -0.1027 -3.0496 0.0 -0.5 0.7
H 1.5917 -0.5933 -1.6510 -0.1 -0.6 -1.1
H 0.5892 -0.4596 2.1691 -0.7 -0.3 -1.2
H -0.9957 0.0568 1.9870 0.6 -0.8 -0.4

=====

Entry 8:
12
Properties=species:S:1:pos:R:3:forces:R:3 method="wB97M-V/def2-TZVPD" relative_energy_ev=3.016 charge=+1 smiles="NC[C@H]1C=[NH+]1" max_force_ev_per_a=4.2 energy_ev=-6194.4958
C 0.5413 -0.5775 0.7836 -4.0 -0.8 0.7
C -0.3126 0.7995 0.6521 2.0 -2.9 -0.4
C -0.2516 0.9900 -0.8294 -1.9 0.4 -0.2
N -1.3945 0.7059 -0.2820 -0.2 0.1 0.8
N 0.7101 -0.8937 -0.6067 0.4 -2.3 -2.3
H 1.4467 -0.5865 1.2902 1.7 0.9 1.0
H -0.0791 -1.3599 1.3616 0.8 1.1 -1.1
H -0.3547 1.4671 1.4668 0.1 1.2 0.4
H 0.0028 1.5763 -1.7222 0.2 -0.6 0.4
H -2.4278 0.5870 -0.2136 1.3 0.0 -0.8
H 1.6682 -0.8029 -0.9632 -0.3 0.2 0.5
H 0.4512 -1.9053 -0.9371 0.1 2.6 0.9

=====

Entry 9:
12
Properties=species:S:1:pos:R:3:forces:R:3 method="wB97M-V/def2-TZVPD" relative_energy_ev=2.915 charge=+1 max_force_ev_per_a=4.2 energy_ev=-6194.5964
C 3.1485 -0.0580 -0.0187 1.1 0.6 0.4
C -1.0896 -1.4274 -0.0089 -0.5 0.3 1.0
C -2.2961 0.7368 -0.0458 -3.4 2.2 0.8
N 1.9893 0.4142 -0.0268 -1.7 1.7 0.0
N -1.7568 -0.4968 -0.0527 2.4 -3.4 -0.7
H 3.2991 -1.1356 -0.1357 0.0 0.3 0.0
H 4.0302 0.5904 0.1535 -0.2 -0.6 -0.2
H -0.5045 -2.3210 0.3149 -0.6 0.9 -0.8
H -3.1881 0.9574 -0.6217 -0.6 -1.4 -0.6
H -1.7324 1.4862 -0.4960 2.1 1.1 0.0
H -2.6949 0.9261 0.9495 0.7 0.4 0.3
H 1.9295 1.4828 0.1007 0.6 -2.1 -0.2

=====

Entry 10:
13
Properties=species:S:1:pos:R:3:forces:R:3 method="wB97M-V/def2-TZVPD" relative_energy_ev=5.693 charge=+1 smiles=N[C@H]1[C@@H]2O[C@@]12[NH3+] max_force_ev_per_a=5.2 energy_ev=-8240.4459
C 0.5206 0.8004 -0.8003 -0.4 -0.5 -1.0
C -0.8660 0.4463 -0.4228 3.1 -0.4 -1.8
C -0.0549 0.3703 0.9093 0.4 0.6 -1.6
N 1.2920 0.0894 -1.6639 0.4 -0.2 -1.4
N -0.4432 -0.8104 1.6203 -4.1 -2.9 1.5
O -1.1562 1.2319 0.6426 -1.3 0.4 1.2
H 0.9337 1.7920 -0.6228 -0.5 -0.1 0.3
H -1.3782 -0.3099 -1.0666 -0.4 0.7 1.4
H 2.1390 0.6444 -1.9579 -1.3 -1.5 0.2
H 0.9479 -0.6824 -2.3534 0.8 2.1 2.0
H -1.4701 -0.7482 1.9844 1.2 0.2 -1.5
H -0.0955 -1.0593 2.5112 2.0 1.0 1.7
H -0.3692 -1.7645 1.2199 -0.1 0.7 -1.0

=====

Entry 11:
13
Properties=species:S:1:pos:R:3:forces:R:3 method="wB97M-V/def2-TZVPD" relative_energy_ev=0.514 charge=+1 max_force_ev_per_a=2.2 energy_ev=-8245.6248
C 0.1854 -0.1941 -1.5844 0.6 1.0 -0.5
C -0.6844 -0.4315 -0.6018 -1.9 -1.0 -0.5
N -0.0365 -0.6451 0.5759 1.0 0.3 -1.7
C 1.2792 -0.4444 0.3438 -0.9 -0.1 -0.3
N 1.4111 -0.1086 -0.9667 0.2 -0.7 1.8
H 0.0556 -0.0396 -2.6458 0.0 0.1 0.2
H -1.7473 -0.6102 -0.6821 0.2 0.2 0.0
H -0.6389 -0.9455 1.3262 1.1 0.1 0.8
H 2.0775 -0.6371 1.0402 0.0 0.4 0.0
H 2.2719 0.2590 -1.3497 0.0 -0.3 -0.1
H -2.2180 2.0256 1.3530 0.2 0.3 -0.1
H -2.1426 0.7454 2.1044 -0.1 -0.1 0.4
O -1.5897 1.3320 1.5824 -0.4 0.0 0.0

=====

Entry 12:
13
Properties=species:S:1:pos:R:3:forces:R:3 method="wB97M-V/def2-TZVPD" relative_energy_ev=4.961 charge=+1 max_force_ev_per_a=3.3 energy_ev=-8241.1782
C -1.9671 0.0397 0.0007 -0.8 1.3 1.0
C -0.8784 -0.8297 -0.0860 1.1 3.0 0.5
C -1.2327 -2.1389 -0.8009 0.2 -1.4 -2.4
N 2.0085 -0.8690 0.0113 0.1 0.9 0.1
N -2.0370 1.3444 -0.0339 1.9 -1.1 -0.7
O -1.2479 -2.1646 0.4152 0.1 -0.3 1.8
H -2.8607 -0.4112 0.2710 -2.0 -0.9 0.1
H 0.1826 -0.4404 0.0468 -1.0 -1.4 -0.6
H 2.0871 -0.2774 0.8206 0.0 0.0 0.8
H 2.3669 -1.7781 0.2890 0.4 0.2 -0.4
H 2.6022 -0.3416 -0.6306 0.1 -1.0 -0.2
H -1.1496 1.7711 -0.2473 -0.1 0.9 0.0
H -2.8751 1.9049 -0.0668 -0.2 -0.2 0.2

=====

Entry 13:
13
Properties=species:S:1:pos:R:3:forces:R:3 method="wB97M-V/def2-TZVPD" relative_energy_ev=0.926 charge=+2 s2=0.76 max_force_ev_per_a=2.7 energy_ev=-8230.8620 spin_multiplicity=2
C -1.4125 -0.3617 0.3963 -0.1 2.7 -0.4
C -0.9846 -1.5875 0.9489 0.4 -1.2 0.6
N 0.3653 -1.5678 1.0225 -1.8 0.4 0.9
C 0.7865 -0.3701 0.5490 0.2 -1.1 -0.8
N -0.2955 0.3555 0.1652 1.8 -0.5 1.2
H -2.3673 0.1598 0.3020 -0.2 -0.7 -0.1
H -1.5502 -2.4093 1.3821 -0.2 0.1 -0.2
H 0.7525 -2.1461 1.7741 1.1 -0.3 -0.7
H 1.8169 -0.1824 0.2593 0.1 0.6 0.5
H -0.0260 1.3534 0.0923 -1.2 0.3 -1.3
H 0.8143 1.6459 -2.7221 -0.4 -0.3 -0.1
H 1.3424 2.9062 -2.2317 0.2 0.7 0.4
O 0.7581 2.2040 -1.9379 0.1 -0.6 0.0

=====

Entry 14:
13
Properties=species:S:1:pos:R:3:forces:R:3 method="wB97M-V/def2-TZVPD" relative_energy_ev=0.963 charge=+2 s2=0.76 max_force_ev_per_a=2.4 energy_ev=-8230.8248 spin_multiplicity=2
C -0.3526 0.2371 -0.9247 -0.1 0.8 -2.3
C -0.7322 1.1288 0.1171 -0.5 -1.1 0.8
N 0.3672 1.2508 0.9122 -1.4 -0.6 0.3
C 1.3490 0.5376 0.3594 1.2 1.4 -0.9
N 0.9816 0.2221 -0.9171 0.5 -0.8 1.8
H -0.9259 -0.2230 -1.7233 -0.2 0.3 0.0
H -1.7391 1.4931 0.2951 0.2 0.2 0.3
H 0.2871 1.5937 1.8735 0.5 0.1 0.0
H 2.3310 0.3165 0.7574 0.1 0.2 0.2
H 1.6843 0.0777 -1.6455 -0.3 -1.0 -0.2
H -2.1127 -2.5122 0.5959 -0.3 0.0 -0.2
H -0.7007 -2.9340 0.8871 0.1 -0.1 -0.2
O -1.2253 -2.4706 0.2177 0.3 0.6 0.3

=====

Entry 15:
14
Properties=species:S:1:pos:R:3:forces:R:3 method="wB97M-V/def2-TZVPD" relative_energy_ev=3.470 charge=+1 max_force_ev_per_a=6.4 energy_ev=-10289.3409
C 0.0158 -0.7670 -0.5269 -0.8 0.1 4.9
C 0.6876 0.0769 -1.2866 -0.5 0.5 -0.5
C -1.1105 -0.1573 1.8708 1.4 0.1 0.0
N 0.0980 -0.2018 1.4856 1.2 -0.3 -3.7
N 0.9272 1.3209 -0.8709 0.7 0.0 -1.0
O 0.8306 -0.2754 -2.5544 1.8 6.1 0.7
O -2.0930 -0.3424 1.0560 -1.1 0.0 0.5
H -0.1458 -1.7168 -0.1429 0.4 -1.8 -0.5
H -1.0895 0.0445 2.9324 -2.0 0.0 0.4
H 0.8727 -0.0011 2.1342 -0.5 -0.4 -0.5
H 0.8381 1.6083 0.0763 -0.3 -0.4 0.5
H 1.3021 2.0190 -1.4620 0.4 0.4 -0.9
H 0.6703 -1.1129 -2.8149 -1.0 -4.6 -0.8
H -1.8036 -0.4951 0.1032 0.3 0.3 1.1

=====

Entry 16:
14
Properties=species:S:1:pos:R:3:forces:R:3 method="wB97M-V/def2-TZVPD" relative_energy_ev=2.323 charge=+1 smiles="OC1=CN[C@@H](O)[NH2+]1" max_force_ev_per_a=5.2 energy_ev=-10290.4879
C -0.5748 -1.3229 -0.4411 -1.1 4.9 0.9
C -1.2821 -0.0526 -0.3394 1.5 -4.7 1.1
C 1.0478 0.1844 0.2346 2.5 0.1 0.3
N 0.7545 -1.1455 -0.1489 -2.1 -2.0 -1.2
N -0.2826 0.9628 0.1660 0.6 -0.4 0.9
O -2.5679 0.1614 -0.0773 -1.0 0.8 -0.8
O 1.9051 0.8064 -0.6619 -2.3 -1.8 -1.3
H -0.8459 -2.3257 -0.7165 -0.8 0.1 -0.2
H 1.5176 0.1232 1.2704 -0.9 0.8 -1.0
H 1.2710 -1.9455 -0.5384 1.1 1.6 0.6
H -0.1620 1.7338 -0.5466 0.0 -0.6 1.1
H -0.4381 1.3240 1.1645 -0.3 -0.3 -1.9
H -2.8738 0.2055 0.8445 0.5 -0.3 -0.1
H 2.5312 1.2907 -0.2099 2.4 1.8 1.5

=====

Entry 17:
15
Properties=species:S:1:pos:R:3:forces:R:3 method="wB97M-V/def2-TZVPD" relative_energy_ev=3.511 charge=-1 max_force_ev_per_a=3.1 energy_ev=-21133.4171
C -0.8283 0.8689 0.1638 0.0 0.4 -0.5
C -1.1275 -1.5035 -0.1872 -2.2 0.3 -0.1
C -0.3323 -0.2497 -0.3158 -0.5 -2.1 0.1
N 2.2136 1.4336 -0.7811 0.7 0.0 0.0
N 2.3480 0.1478 -0.8094 1.1 2.5 0.6
O -0.1048 1.9770 0.2174 1.0 1.2 0.1
O -2.0976 1.1487 0.6849 2.5 1.1 1.5
S 3.3724 -0.6142 0.2133 0.7 -0.3 0.1
H -2.1831 -1.3709 -0.5952 1.1 -0.3 0.6
H -0.7198 -2.3380 -0.6888 0.7 -0.8 -1.0
H -1.2133 -1.8749 0.8347 -0.2 0.3 0.3
H 0.7176 -0.3894 -0.6513 -1.5 0.6 0.2
H 2.8834 2.0286 -0.1468 -0.7 -2.0 -0.7
H 0.8325 1.7699 -0.2004 -0.8 0.4 0.0
H -1.6907 1.8652 1.3118 -2.0 -1.3 -1.2

=====

Entry 18:
15
Properties=species:S:1:pos:R:3:forces:R:3 method="wB97M-V/def2-TZVPD" relative_energy_ev=1.558 charge=+1 max_force_ev_per_a=3.5 energy_ev=-21125.5445
C -0.5087 -0.2268 -0.2725 1.2 0.4 0.3
C 0.5476 0.5128 0.3015 2.4 1.0 -0.8
C -1.1325 0.1105 -1.5997 -0.7 1.1 2.3
N 1.1469 1.5714 -0.3347 -0.6 0.9 3.3
N 1.2019 0.1579 1.4411 -2.5 -0.9 -0.4
O -1.3255 -3.4953 1.4178 -1.4 -1.4 -0.1
O -0.8812 -1.3793 0.3139 -0.9 1.7 -2.0
S -0.3812 -2.4506 1.3553 2.1 0.3 1.5
H -1.2081 1.1921 -1.8003 0.5 -0.3 0.3
H -2.1589 -0.1609 -1.3818 -0.3 -0.7 -1.2
H -0.5509 -0.3539 -2.3557 -0.2 -0.8 -1.0
H 1.3232 1.7200 -1.2680 -0.3 -0.2 -2.5
H 1.4432 2.3859 0.2401 -0.2 -1.2 -0.5
H 0.5745 -0.2993 2.0800 0.3 -0.2 0.8
H 1.9097 0.7155 1.8630 0.5 0.5 0.0

=====

Entry 19:
14
Properties=species:S:1:pos:R:3:forces:R:3 method="wB97M-V/def2-TZVPD" relative_energy_ev=0.338 charge=+1 max_force_ev_per_a=1.3 energy_ev=-19080.9596
C -1.1710 -0.5240 1.3439 0.4 0.1 -0.1
C 0.1323 -1.2198 1.4098 0.4 -0.1 -0.1
C 0.0362 1.0732 0.4398 1.1 -0.2 -0.1
N -1.1900 0.6463 0.8392 -1.2 0.5 0.0
N 0.1778 2.2562 -0.1019 -0.1 -0.3 0.1
O 0.2582 -0.5138 -2.0778 -0.3 0.1 0.2
S 1.3176 -0.0433 0.7131 -0.1 0.2 0.3
H -2.0858 -0.9714 1.6988 -0.2 -0.1 0.1
H 0.4149 -1.4896 2.4304 -0.1 0.0 0.0
H 0.1279 -2.1373 0.8149 -0.1 0.0 0.0
H -0.5979 -0.4264 -2.5107 0.1 -0.1 -0.2
H 1.0713 2.5915 -0.4316 -0.1 0.0 0.0
H -0.6385 2.8388 -0.2306 0.0 0.0 0.0
H 0.8502 -0.8946 -2.7316 0.0 -0.1 -0.1

=====

Entry 20:
13
Properties=species:S:1:pos:R:3:forces:R:3 method="wB97M-V/def2-TZVPD" relative_energy_ev=2.057 charge=0 max_force_ev_per_a=4.3 energy_ev=-15489.1550
C 1.0126 -1.1413 0.0004 3.0 0.5 2.1
C 1.0372 0.3298 0.1578 0.1 0.0 -0.8
C -0.0023 0.8071 -0.8356 -2.2 -0.6 0.1
N 0.1606 -1.8604 -0.4387 -3.8 -0.5 -2.0
N -1.0985 -0.1516 -0.8941 1.0 -1.0 0.2
P -2.3889 -0.1899 0.1343 -1.4 0.3 -0.7
H 1.8501 -1.7161 0.4057 0.5 0.1 0.2
H 1.0497 0.5951 1.2287 -0.4 0.2 -0.6
H 1.9134 0.6601 -0.3368 1.6 0.5 0.3
H -0.3711 1.7930 -0.6120 -0.2 0.6 0.3
H 0.3161 0.8292 -1.8693 1.0 0.1 0.0
H -2.1072 0.0762 1.4730 0.8 -0.1 0.7
H -2.5280 -1.5761 0.2175 -0.1 -0.2 0.1